(1)
# C4H14N3O

2 unconnected molecules or ions with the total composition C4H14N3O at a distorted geometry (ωB97M-V/def2-TZVPD, OMol25).

Positions of all 22 atoms, in Å:
C 1.148 2.395 -2.410
C 1.010 1.870 -1.016
N 1.976 2.170 -0.152
O 0.015 1.190 -0.664
H 2.191 2.503 -2.685
H 0.695 3.387 -2.432
H 0.597 1.765 -3.098
H 2.690 2.844 -0.377
H 1.864 1.876 0.804
C -0.866 -1.262 1.733
N -1.687 -1.782 2.780
C -1.293 -1.806 0.362
N -0.342 -1.373 -0.692
H 0.189 -1.476 1.978
H -1.008 -0.171 1.748
H -1.787 -2.807 2.853
H -1.464 -1.431 3.723
H -2.238 -1.341 0.091
H -1.414 -2.891 0.342
H -0.660 -1.615 -1.633
H -0.218 -0.296 -0.662
H 0.603 -1.751 -0.592

- LUMO level (alpha / beta): -6.9 / -12.7 eV
- Highest occupied orbital energy (alpha / beta): -17.407 / -17.406 eV
- Relative energy (zero: lowest compared OMol25 entry of this formula, charge and spin): 9.8 kcal/mol
- <S²>: 0.754
- Net charge: +2
- E_tot: -10874.9443 eV
- 2S+1: 2
- HOMO-LUMO gap (alpha / beta): 0.38659 / 0.17395 hartree

(2)
# C20H22BrClF4KN5O6S

A molecular structure, C20H22BrClF4KN5O6S at a distorted geometry (ωB97M-V/def2-TZVPD, OMol25).

Positions of all 61 atoms, in Å:
K 0.209 -0.022 -0.607
C -2.215 -2.365 -0.044
N -2.088 -1.554 1.142
C -2.524 -2.311 2.288
C -2.775 -0.283 1.027
C -2.294 0.758 2.038
N -0.915 1.095 1.838
C -0.316 1.874 2.688
C 1.066 2.201 2.478
F 1.682 1.713 1.358
C 1.816 2.961 3.330
F 3.129 3.204 3.034
C 1.299 3.506 4.499
C -0.042 3.243 4.737
F -0.598 3.785 5.866
C -0.820 2.486 3.899
F -2.138 2.350 4.264
H -3.241 -2.767 -0.158
H -1.524 -3.202 0.029
H -1.958 -1.794 -0.931
H -3.563 -2.684 2.171
H -2.479 -1.706 3.188
H -1.864 -3.168 2.419
H -3.872 -0.408 1.151
H -2.591 0.111 0.028
H -2.470 0.370 3.052
H -2.930 1.651 1.911
H 1.899 4.093 5.169
O -0.442 -0.131 -4.542
Cl -0.772 0.779 -3.506
O -1.134 2.030 -4.105
O -1.906 0.281 -2.783
O 0.310 0.990 -2.626
Br 0.299 -1.087 4.126
C 1.630 -1.944 3.076
C 2.653 -2.583 3.758
C 3.573 -3.273 2.988
C 3.419 -3.269 1.616
C 2.367 -2.561 1.038
N 1.480 -1.912 1.780
C 2.214 -2.568 -0.511
O 3.130 -3.151 -1.103
O 1.202 -2.023 -0.963
H 2.711 -2.542 4.835
H 4.388 -3.804 3.465
H 4.085 -3.802 0.958
C -2.288 5.316 -3.188
N -3.225 4.230 -3.214
C -3.602 3.619 -4.469
C -4.088 2.218 -4.059
N -3.946 2.204 -2.614
C -3.299 3.330 -2.198
S -2.862 3.649 -0.650
H -2.771 6.243 -3.508
H -1.434 5.098 -3.836
H -1.940 5.426 -2.162
H -2.734 3.556 -5.132
H -4.389 4.214 -4.948
H -3.472 1.440 -4.510
H -5.138 2.047 -4.319
H -3.594 1.341 -2.214

- LUMO level: 4.3 eV
- Highest occupied orbital energy: -1.206 eV
- Relative energy (zero: lowest compared OMol25 entry of this formula, charge and spin): 33.6 kcal/mol
- Net charge: -2
- E_tot: -161423.4770 eV
- HOMO-LUMO gap: 0.20285 hartree

(3)
# C6H12N3OS

A gas-phase ion, C6H12N3OS (charge +1) at a distorted geometry (ωB97M-V/def2-TZVPD, OMol25).

Positions of all 23 atoms, in Å:
C -2.972 -1.070 -2.118
C -1.624 -0.373 -1.789
N -1.863 0.923 -0.766
O -2.861 1.539 -0.844
N -0.871 1.226 -0.075
C 0.378 0.876 0.001
S 1.470 0.943 -1.345
C 2.858 0.279 -0.317
C 2.379 0.445 1.171
N 0.965 0.565 1.146
C 0.322 0.832 2.458
H -2.817 -2.056 -2.587
H -3.547 -1.480 -1.349
H -3.712 -0.428 -2.717
H -1.092 0.000 -2.696
H -0.928 -0.960 -1.400
H 3.735 0.806 -0.527
H 2.958 -0.878 -0.581
H 2.806 -0.386 1.644
H 3.012 1.316 1.606
H -0.069 -0.158 2.762
H 1.083 1.098 3.021
H -0.440 1.576 2.207

- LUMO level: -4.6 eV
- Highest occupied orbital energy: -13.716 eV
- Relative energy (zero: lowest compared OMol25 entry of this formula, charge and spin): 93.8 kcal/mol
- Net charge: +1
- E_tot: -23758.5982 eV
- HOMO-LUMO gap: 0.33627 hartree

(4)
# C2H2ClNO3

2 unconnected molecules or ions with the total composition C2H2ClNO3 at a distorted geometry (ωB97M-V/def2-TZVPD, OMol25).

Positions of all 9 atoms, in Å:
C -2.400 0.501 0.056
C -1.344 -0.233 -0.847
N 0.048 -0.061 -0.469
O -1.863 1.072 0.998
O 1.036 -0.489 -1.109
O -3.601 0.298 -0.121
Cl 9.519 -0.565 2.499
H -1.592 -1.188 -1.379
H 0.197 0.665 0.372

- LUMO level (alpha / beta): 5.7 / 5.7 eV
- Highest occupied orbital energy (alpha / beta): -2.083 / -2.083 eV
- Relative energy (zero: lowest compared OMol25 entry of this formula, charge and spin): 41.7 kcal/mol
- Net charge: -2
- E_tot: -22260.9019 eV
- HOMO-LUMO gap (alpha / beta): 0.28444 / 0.28616 hartree

(5)
# C14H33N3O6

7 unconnected molecules or ions with the total composition C14H33N3O6 at a distorted geometry (ωB97M-V/def2-TZVPD, OMol25).

Positions of all 56 atoms, in Å:
N 0.470 -0.428 0.187
H 0.015 -1.272 -0.130
H 0.511 -0.702 1.158
H -0.126 0.346 -0.068
H 1.411 -0.378 -0.178
N -1.295 0.893 4.045
H -1.928 0.375 4.637
H -1.679 1.362 3.237
H -0.589 0.299 3.633
H -0.887 1.687 4.517
C 1.596 -1.000 5.105
C 1.503 -1.556 3.681
O 0.392 -0.962 2.986
H 1.371 0.063 5.198
H 2.568 -1.079 5.592
H 0.850 -1.388 5.799
H 1.378 -2.638 3.710
H 2.413 -1.443 3.091
C 0.266 -5.065 0.333
C -0.674 -4.169 -0.367
O -0.878 -2.899 0.110
H 0.401 -6.102 0.026
H 0.008 -5.196 1.383
H 1.206 -4.526 0.212
H -1.631 -4.669 -0.515
H -0.474 -4.106 -1.436
C -3.722 2.348 1.439
C -2.559 1.516 0.808
O -2.329 0.274 1.440
H -4.614 1.853 1.054
H -3.769 3.394 1.137
H -3.840 2.290 2.521
H -1.610 2.039 0.920
H -2.668 1.467 -0.276
C 2.918 -2.806 -2.423
C 3.553 -1.823 -1.441
O 2.946 -0.552 -1.354
H 1.857 -2.917 -2.201
H 3.474 -3.738 -2.522
H 2.809 -2.398 -3.428
H 4.572 -1.802 -1.825
H 3.627 -2.315 -0.471
C -1.656 3.901 -4.977
C -2.157 3.396 -3.813
C -1.307 3.023 -2.756
C 0.053 3.247 -2.794
C 0.531 3.962 -3.881
C -0.298 4.216 -4.997
N 0.982 2.670 -1.808
O 0.469 2.101 -0.830
O 2.204 2.697 -2.105
H -2.282 4.158 -5.819
H -3.215 3.205 -3.715
H -1.839 2.473 -1.993
H 1.585 4.196 -3.864
H 0.087 4.478 -5.971

- LUMO level: 3.8 eV
- Highest occupied orbital energy: 0.289 eV
- Net charge: -2
- E_tot: -31798.3980 eV
- HOMO-LUMO gap: 0.12822 hartree

(6)
# C4H12NOSi

A gas-phase ion, C4H12NOSi (charge -1) at a distorted geometry (ωB97M-V/def2-TZVPD, OMol25).

Positions of all 19 atoms, in Å:
C 0.678 1.502 -1.590
C 1.122 0.574 -0.460
Si -0.350 -0.020 0.602
C 0.681 -1.243 1.748
C -1.352 -1.063 -0.662
O -1.180 1.222 1.204
N -2.147 2.428 1.929
H -0.233 2.155 -1.271
H 1.448 2.176 -2.062
H 0.247 0.882 -2.330
H 1.660 1.093 0.410
H 1.750 -0.184 -0.985
H 1.323 -0.706 2.415
H 0.109 -1.899 2.409
H 1.333 -1.891 1.161
H -1.890 -0.341 -1.286
H -0.630 -1.646 -1.364
H -1.905 -1.790 -0.026
H -3.076 1.865 2.037

- LUMO level: 3.9 eV
- Highest occupied orbital energy: -2.391 eV
- Relative energy (zero: lowest compared OMol25 entry of this formula, charge and spin): 70.2 kcal/mol
- Net charge: -1
- E_tot: -15755.8602 eV
- HOMO-LUMO gap: 0.23192 hartree

(7)
# C5H7F2N

2 unconnected molecules or ions with the total composition C5H7F2N at a distorted geometry (ωB97M-V/def2-TZVPD, OMol25).

Positions of all 15 atoms, in Å:
C 1.363 0.557 0.233
C -2.602 0.274 -1.121
C 2.353 -0.482 0.826
C 0.826 -0.624 -0.614
C -3.041 0.639 0.089
N 1.833 -1.393 -0.176
F -2.294 0.749 1.227
F -4.250 1.105 0.275
H 0.812 1.054 0.892
H 1.975 1.235 -0.504
H -1.610 -0.029 -1.298
H -3.113 0.124 -2.036
H 3.365 -0.108 0.893
H 2.108 -0.894 1.886
H 2.274 -2.206 -0.573

- LUMO level: 0.9 eV
- Highest occupied orbital energy: -8.311 eV
- Relative energy (zero: lowest compared OMol25 entry of this formula, charge and spin): 88.6 kcal/mol
- E_tot: -12218.8392 eV
- HOMO-LUMO gap: 0.33822 hartree

(8)
# C10H8OS

2 unconnected molecules or ions with the total composition C10H8OS at a distorted geometry (ωB97M-V/def2-TZVPD, OMol25).

Positions of all 20 atoms, in Å:
C 2.524 0.111 0.677
C 1.883 -0.542 1.765
C 0.584 -0.590 1.853
C -0.255 0.145 0.983
C -1.634 0.194 0.952
C -2.342 0.739 -0.074
C -1.791 1.467 -1.134
C -0.397 1.458 -1.086
C 0.344 0.791 -0.171
C 1.807 0.688 -0.290
S -3.446 0.144 1.085
H 3.624 0.253 0.526
H 2.429 -1.006 2.488
H 0.042 -1.208 2.660
H -2.349 1.967 -1.870
H 0.223 1.869 -1.848
H 2.393 1.239 -1.107
O -1.245 -2.230 -1.563
H -0.666 -3.018 -1.491
H -1.730 -2.471 -2.354

- LUMO level: 0.5 eV
- Highest occupied orbital energy: -7.261 eV
- Relative energy (zero: lowest compared OMol25 entry of this formula, charge and spin): 72.9 kcal/mol
- E_tot: -23379.2723 eV
- HOMO-LUMO gap: 0.28659 hartree

(9)
# H5S3

3 unconnected molecules or ions with the total composition H5S3 at a distorted geometry (ωB97M-V/def2-TZVPD, OMol25).

Positions of all 8 atoms, in Å:
S 0.346 1.613 -0.156
H -0.892 2.050 0.215
S -0.224 -0.773 -2.547
H 0.481 -1.518 -1.692
H -0.183 0.363 -1.633
S -0.164 -0.792 2.626
H 1.123 -1.125 2.675
H -0.037 0.139 1.676

- LUMO level: 3.5 eV
- Highest occupied orbital energy: -3.556 eV
- Relative energy (zero: lowest compared OMol25 entry of this formula, charge and spin): 1.9 kcal/mol
- Net charge: -1
- E_tot: -32588.1443 eV
- HOMO-LUMO gap: 0.25830 hartree

(10)
# C20H20ClN3O6S

C20H20ClN3O6S in the gas phase at a distorted geometry (ωB97M-V/def2-TZVPD, OMol25).

Positions of all 51 atoms, in Å:
O 3.017 -0.026 -0.069
C 2.284 0.849 -0.460
C 2.046 2.117 0.368
N 0.673 2.587 0.345
C 0.442 3.897 0.038
O 1.319 4.650 -0.321
C -0.992 4.360 0.239
O -1.978 3.392 -0.041
C -1.704 2.131 0.384
C -2.764 1.244 0.523
C -2.531 -0.067 0.898
C -1.237 -0.470 1.156
S -0.890 -2.185 1.575
O 0.392 -2.505 1.025
O -2.036 -2.958 1.202
N -0.753 -2.300 3.221
C 0.430 -1.780 3.866
C 0.180 -0.375 4.427
O -0.965 -0.350 5.253
C -2.119 -0.764 4.554
C -1.953 -2.188 4.016
C -0.169 0.397 1.027
C -0.385 1.707 0.619
N 1.595 0.841 -1.630
C 1.470 -0.235 -2.522
C 1.590 -1.555 -2.100
C 1.429 -2.576 -3.019
C 1.147 -2.308 -4.348
C 1.017 -0.988 -4.750
Cl 0.649 -0.624 -6.399
C 1.173 0.051 -3.851
H 2.661 2.933 -0.026
H 2.365 1.912 1.395
H -1.081 4.700 1.284
H -1.189 5.210 -0.418
H -3.758 1.602 0.308
H -3.332 -0.783 0.978
H 1.232 -1.783 3.129
H 0.693 -2.455 4.688
H 1.012 -0.059 5.059
H 0.053 0.344 3.603
H -2.939 -0.714 5.273
H -2.321 -0.070 3.722
H -2.790 -2.479 3.382
H -1.873 -2.887 4.856
H 0.819 0.009 1.208
H 1.188 1.712 -1.942
H 1.789 -1.784 -1.066
H 1.518 -3.599 -2.688
H 1.023 -3.106 -5.062
H 1.066 1.073 -4.183

- LUMO level: 0.3 eV
- Highest occupied orbital energy: -8.827 eV
- Relative energy (zero: lowest compared OMol25 entry of this formula, charge and spin): 0.3 kcal/mol
- E_tot: -61177.7849 eV
- HOMO-LUMO gap: 0.33557 hartree

(11)
# C3H2O2S2

C3H2O2S2 in the gas phase at a distorted geometry (ωB97M-V/def2-TZVPD, OMol25).

Positions of all 9 atoms, in Å:
O -1.220 -0.120 1.463
C -0.949 -0.307 0.317
O -1.547 -1.372 -0.524
C 0.127 0.537 -0.365
S 0.216 0.819 -1.930
C 1.272 0.522 0.431
S 1.908 -0.750 1.262
H -1.498 -0.846 -1.379
H 1.691 1.518 0.725

- LUMO level: -2.4 eV
- Highest occupied orbital energy: -9.537 eV
- Relative energy (zero: lowest compared OMol25 entry of this formula, charge and spin): 51.0 kcal/mol
- E_tot: -28906.3695 eV
- HOMO-LUMO gap: 0.26351 hartree

(12)
# C42H60Cl33NO6

12 unconnected molecules or ions with the total composition C42H60Cl33NO6 at a distorted geometry (ωB97M-V/def2-TZVPD, OMol25).

Positions of all 142 atoms, in Å:
C -5.819 0.621 -1.857
C -4.898 -0.505 -2.352
O -4.217 -0.128 -3.540
C -3.315 -1.073 -3.985
O -3.713 -2.135 -4.394
C -1.842 -0.719 -4.011
C -1.392 -0.009 -2.690
C -0.104 -0.620 -2.102
C -0.140 -0.800 -0.543
O -1.230 -0.200 0.118
C -1.086 1.061 0.741
C -0.641 2.279 -0.090
C 0.014 3.249 0.936
C -1.725 3.117 -0.817
C -3.124 2.523 -0.936
C -1.203 3.504 -2.240
C -0.568 -2.324 -0.419
C -1.887 -2.808 -1.023
C -1.745 -3.799 -2.169
O -0.881 -3.796 -2.999
O -2.720 -4.779 -2.204
C 0.646 -3.219 -0.464
O 0.723 -4.399 -0.725
N 1.665 -2.393 -0.062
C 1.287 -0.966 0.092
C 2.499 -0.292 -0.650
C 2.688 1.216 -0.424
C 4.087 1.578 0.135
C 3.997 2.930 0.852
C 5.134 1.671 -1.005
C 1.551 -0.662 1.601
C 0.714 -1.399 2.641
C 0.642 -2.770 2.819
C -0.160 -3.312 3.800
C -0.888 -2.522 4.658
C -0.801 -1.143 4.528
C -1.568 -0.269 5.492
C -0.024 -0.624 3.524
H -5.670 0.740 -0.782
H -5.576 1.578 -2.313
H -6.864 0.345 -1.979
H -4.222 -0.745 -1.524
H -5.506 -1.403 -2.490
H -1.732 -0.039 -4.862
H -1.255 -1.606 -4.230
H -2.242 -0.028 -2.021
H -1.164 1.011 -2.982
H 0.048 -1.606 -2.540
H 0.732 -0.003 -2.438
H -2.067 1.295 1.164
H -0.450 1.022 1.624
H 0.183 1.968 -0.736
H 0.754 2.737 1.558
H 0.480 4.104 0.447
H -0.765 3.559 1.639
H -1.829 4.080 -0.312
H -3.235 1.768 -1.713
H -3.538 2.133 -0.004
H -3.798 3.338 -1.221
H -0.862 4.535 -2.279
H -0.364 2.875 -2.544
H -1.993 3.307 -2.967
H -0.781 -2.364 0.661
H -2.563 -2.022 -1.355
H -2.430 -3.330 -0.232
H -2.701 -5.207 -1.338
H 2.318 -2.761 0.611
H 3.375 -0.797 -0.236
H 2.497 -0.570 -1.702
H 2.586 1.739 -1.381
H 1.961 1.671 0.246
H 4.322 0.811 0.879
H 3.421 2.867 1.781
H 3.523 3.677 0.209
H 4.989 3.291 1.129
H 5.805 2.506 -0.817
H 5.701 0.739 -1.042
H 4.620 1.779 -1.960
H 1.482 0.395 1.852
H 2.599 -0.914 1.796
H 1.214 -3.444 2.196
H -0.233 -4.387 3.917
H -1.521 -2.943 5.428
H -2.636 -0.257 5.291
H -1.385 -0.658 6.497
H -1.155 0.744 5.498
H 0.021 0.453 3.417
Cl 8.341 2.947 2.751
C 8.766 2.979 1.039
Cl 8.645 1.366 0.336
Cl 7.742 4.123 0.166
H 9.792 3.309 0.950
Cl 1.618 5.911 -3.958
C 1.545 6.860 -2.472
Cl -0.126 7.066 -1.941
Cl 2.518 6.106 -1.203
H 1.952 7.848 -2.674
Cl -3.029 8.016 -1.558
C -2.947 9.720 -1.104
Cl -4.516 10.498 -1.311
Cl -2.374 9.896 0.555
H -2.238 10.209 -1.760
Cl 0.357 2.624 4.984
C 0.158 3.693 6.378
Cl -1.548 3.886 6.779
Cl 1.060 3.078 7.763
H 0.556 4.664 6.118
Cl 4.701 -7.144 -1.904
C 3.589 -5.850 -1.430
Cl 4.187 -5.028 0.016
Cl 3.355 -4.714 -2.747
H 2.629 -6.293 -1.194
Cl 4.547 -9.620 -5.328
C 3.139 -9.410 -4.287
Cl 1.762 -8.810 -5.211
Cl 2.731 -10.924 -3.475
H 3.383 -8.681 -3.526
Cl 0.631 -12.571 1.248
C 0.552 -11.311 0.015
Cl -1.049 -10.571 -0.021
Cl 1.799 -10.093 0.284
H 0.733 -11.769 -0.949
Cl 1.773 10.029 -2.466
C 2.687 11.450 -2.996
Cl 2.169 11.956 -4.602
Cl 2.513 12.764 -1.836
H 3.733 11.177 -3.046
Cl 1.988 -14.392 -6.094
C 0.626 -13.312 -5.794
Cl -0.632 -13.537 -7.010
Cl -0.023 -13.561 -4.171
H 0.983 -12.292 -5.860
Cl -4.747 -1.697 3.689
C -5.957 -0.460 4.041
Cl -5.517 0.446 5.491
Cl -6.156 0.624 2.663
H -6.903 -0.953 4.224
Cl -5.560 5.464 10.381
C -4.755 5.628 8.820
Cl -3.030 5.924 9.030
Cl -5.018 4.192 7.827
H -5.185 6.477 8.306

- LUMO level: 0.1 eV
- Highest occupied orbital energy: -9.147 eV
- E_tot: -471540.9620 eV
- HOMO-LUMO gap: 0.33916 hartree